No. 1
A molecular structure, C18H31N2SeTl in a non-equilibrium geometry. Source: the Open Molecules 2025 dataset; level of theory: ωB97M-V with the def2-TZVPD basis set.

Summary:
total charge: +2
molecular weight: 558.8 g/mol
orbital gap: 4.7 eV
HOMO energy: -0.5187 hartree
spin multiplicity: 1

Cartesian coordinates (Å):
H  0.354  3.795  0.687
H  -2.659  -2.461  4.686
H  0.531  -3.492  2.414
H  4.347  -0.619  -1.274
H  -1.399  1.849  -1.149
N  -3.229  -2.300  1.472
C  2.405  0.256  0.688
H  -5.126  -2.094  0.780
C  2.080  1.527  -1.177
H  -1.295  -0.812  -2.572
C  -1.468  0.365  -4.402
H  -4.671  -1.691  2.817
H  0.686  2.568  2.492
H  3.113  -0.575  -2.593
H  -3.963  -2.142  -0.647
C  2.941  -0.763  1.574
C  2.524  0.269  -0.714
H  -1.356  2.364  -2.285
Tl  -1.095  -0.079  1.249
H  -2.662  0.920  -1.710
H  -1.077  1.346  -4.619
H  2.291  -0.911  2.461
H  0.039  0.187  -2.815
C  -4.127  -1.756  0.419
N  -1.499  -2.761  2.778
Se  -0.978  -2.599  -0.231
H  -4.099  -0.641  0.455
H  -2.552  0.395  -4.508
C  3.254  -0.730  -1.504
H  3.065  -1.717  1.031
H  0.519  3.731  -1.084
C  -1.055  0.212  -2.961
C  -3.654  -2.081  2.757
H  0.416  -2.133  3.591
C  1.074  3.620  -0.132
H  2.662  2.940  -2.622
C  -2.631  -2.437  3.579
H  -1.041  -0.371  -5.076
H  1.001  2.242  -2.852
H  2.958  -1.771  -1.249
C  1.662  2.298  -0.050
C  1.568  1.900  2.493
H  2.408  2.429  2.988
C  1.892  1.520  1.108
H  1.344  0.997  3.093
H  2.476  1.258  -3.247
H  -0.127  -3.788  4.053
H  1.827  4.433  -0.096
C  -1.687  1.312  -2.133
C  -0.105  -3.050  3.235
H  3.950  -0.423  1.918
C  -1.884  -2.552  1.446
C  2.049  2.014  -2.561

=====

No. 2
4 unconnected molecules or ions with the total composition C10H16Cl4O6. Source: the Open Molecules 2025 dataset; level of theory: ωB97M-V with the def2-TZVPD basis set.

Summary:
total charge: 0
molecular weight: 374.0 g/mol
orbital gap: 10.7 eV
HOMO energy: -0.3792 hartree
spin multiplicity: 1

Cartesian coordinates (Å):
H  1.807  -2.023  -3.984
H  2.379  1.753  3.656
O  0.480  2.863  0.461
C  -0.636  0.031  -0.663
H  -0.009  0.388  0.154
C  -1.064  -2.128  -0.159
Cl  -3.954  -0.898  4.125
C  0.888  2.942  1.570
Cl  4.118  -0.123  -3.443
Cl  3.699  -3.064  -4.899
H  2.276  0.351  -4.792
H  2.662  4.167  3.882
C  0.172  -0.865  -1.581
H  3.645  -0.302  -5.717
H  -0.250  -0.954  -2.587
C  2.431  -1.817  -4.846
O  -1.528  -3.050  0.430
H  -2.912  -2.507  2.718
Cl  -4.978  0.005  0.985
H  -4.133  -2.131  0.665
O  -1.608  -0.890  -0.137
O  0.030  -2.148  -0.936
C  1.452  2.332  3.671
H  0.936  2.118  4.603
C  -3.386  -1.542  2.554
H  0.936  4.437  3.942
H  -1.132  0.868  -1.139
C  3.027  -0.432  -4.831
H  1.880  -1.897  -5.781
H  -5.371  -2.139  1.953
H  -2.603  -0.881  2.194
O  1.632  3.965  2.057
C  -4.498  -1.630  1.559
H  1.227  -0.625  -1.687
C  1.714  3.822  3.477
O  0.670  2.006  2.527

=====

No. 3
A single C2H2N4O3 molecule in a non-equilibrium geometry. Source: the Open Molecules 2025 dataset; level of theory: ωB97M-V with the def2-TZVPD basis set.

Summary:
total charge: 0
molecular weight: 130.1 g/mol
orbital gap: 9.3 eV
HOMO energy: -0.3606 hartree
spin multiplicity: 1

Cartesian coordinates (Å):
O  0.049  -0.624  0.727
H  -3.407  -0.935  -0.459
O  -2.340  -0.846  -0.353
N  2.088  -1.385  0.107
N  1.596  0.908  -0.455
C  1.312  -0.400  0.222
N  -1.993  0.499  -0.012
N  0.773  1.784  -0.259
C  -0.742  0.451  0.586
H  2.878  -1.147  -0.658
O  -0.214  1.695  0.555

=====

No. 4
2 unconnected molecules or ions with the total composition C9H14 in a non-equilibrium geometry. Source: the Open Molecules 2025 dataset; level of theory: ωB97M-V with the def2-TZVPD basis set.

Summary:
total charge: 0
molecular weight: 122.2 g/mol
orbital gap: 10.0 eV
HOMO energy: -0.3312 hartree
spin multiplicity: 1

Cartesian coordinates (Å):
H  -0.899  1.191  1.134
H  -0.044  2.398  -1.792
H  1.075  4.394  0.137
C  0.299  -4.019  -0.041
C  -0.539  0.183  0.832
H  0.547  -4.739  0.740
H  -0.603  2.536  -0.054
C  0.738  -1.516  -0.372
H  -1.489  -3.050  1.738
H  -0.682  -4.393  -0.465
H  0.465  4.722  -1.701
C  0.296  4.293  -0.713
H  1.161  0.476  -0.486
C  0.193  2.835  -0.805
C  0.048  -2.595  0.289
C  -1.268  -0.855  1.422
H  1.480  -1.770  -1.146
H  -2.090  -0.691  2.110
C  -0.945  -2.235  1.139
H  1.232  2.259  -0.644
C  0.435  -0.184  -0.097
H  1.159  -4.120  -0.799
H  -0.566  4.883  -0.428

=====

No. 5
A single C3H10OSi molecule in a non-equilibrium geometry. Source: the Open Molecules 2025 dataset; level of theory: ωB97M-V with the def2-TZVPD basis set.

Summary:
total charge: 0
molecular weight: 90.2 g/mol
orbital gap: 10.9 eV
HOMO energy: -0.3644 hartree
spin multiplicity: 1

Cartesian coordinates (Å):
C  2.841  -0.008  -0.305
H  -1.178  1.562  0.186
H  -3.096  0.212  -1.099
O  1.458  0.011  -0.325
H  -0.923  0.561  -1.290
H  3.167  0.812  -0.851
Si  0.198  -0.297  0.654
H  3.222  -0.855  -0.819
H  0.074  -1.696  1.137
C  -1.222  0.519  -0.194
H  3.115  -0.176  0.722
H  -3.307  0.228  0.550
H  0.702  0.248  1.893
C  -2.619  -0.059  -0.223
H  -2.433  -1.061  -0.037

=====

No. 6
A gas-phase ion, C9H18N3O (charge +1) in a non-equilibrium geometry. Source: the Open Molecules 2025 dataset; level of theory: ωB97M-V with the def2-TZVPD basis set.

Summary:
total charge: +1
molecular weight: 184.3 g/mol
orbital gap: 8.5 eV
HOMO energy: -0.4627 hartree
spin multiplicity: 1

Cartesian coordinates (Å):
C  1.167  2.569  0.241
H  0.186  -1.562  0.557
C  0.300  0.321  -0.244
H  -1.713  1.453  0.853
H  -3.672  -0.960  -1.908
C  3.453  -1.702  -0.495
N  -2.285  -1.601  1.238
H  4.397  -1.860  -0.027
C  0.301  1.624  0.529
H  -4.150  -0.519  -0.253
H  2.721  -2.414  -0.200
H  1.214  -1.006  -1.614
H  -1.819  -1.964  2.095
N  -2.102  -0.304  -0.731
C  -0.854  1.804  1.479
H  -3.726  0.734  -1.398
H  -3.319  -1.501  1.259
H  1.158  3.389  0.983
H  3.492  0.397  -0.467
H  1.677  0.575  -1.837
C  2.740  -0.393  -0.223
C  -1.638  -0.866  0.357
H  -1.157  2.773  1.815
H  1.875  2.596  -0.598
H  -0.424  1.243  2.320
H  2.285  -0.351  0.791
C  1.484  -0.149  -1.106
O  -1.338  0.479  -1.470
C  -3.536  -0.239  -1.087
H  3.564  -1.894  -1.495
N  -0.280  -0.672  0.635

=====

No. 7
A molecular structure, C21H39N6O3Pb in a non-equilibrium geometry. Source: the Open Molecules 2025 dataset; level of theory: ωB97M-V with the def2-TZVPD basis set.

Summary:
total charge: +1
molecular weight: 630.8 g/mol
orbital gap: 9.2 eV
HOMO energy: -0.4416 hartree
spin multiplicity: 1

Cartesian coordinates (Å):
H  1.535  -0.844  -6.712
H  0.356  2.901  0.388
C  1.782  -1.026  -5.686
H  3.269  -1.683  -1.770
C  -4.837  0.582  0.172
N  -1.257  -2.372  1.885
C  1.948  0.294  -4.892
C  -1.722  2.158  -1.704
C  -3.271  -2.438  5.001
N  -4.482  -0.249  -0.527
H  -0.891  -1.080  -1.230
O  -2.257  1.148  -2.418
C  1.816  -1.537  0.478
H  -1.522  -1.290  0.308
C  -3.745  2.255  1.723
H  2.134  3.335  1.894
H  2.084  -3.307  -0.354
C  0.945  -2.089  -5.069
H  -2.052  1.776  3.082
N  -1.634  -0.764  -0.593
H  2.250  1.588  1.445
H  3.983  3.785  0.164
C  4.606  -1.014  -0.248
H  5.424  -0.659  -0.923
H  -3.521  -2.168  3.996
C  2.414  2.619  1.124
H  4.328  1.975  0.049
C  -5.007  1.673  1.130
C  3.768  -2.031  -0.925
H  -2.059  0.876  1.669
H  -0.121  -1.781  -5.034
C  -2.781  1.267  2.423
H  -2.610  -0.799  -0.931
H  4.367  -2.952  -1.181
H  -3.192  -3.526  5.183
H  -4.085  -2.056  5.674
O  -1.535  2.095  -0.488
N  1.356  1.136  -1.889
H  0.177  -1.819  4.628
H  0.948  -2.974  -5.648
H  -3.284  0.524  2.996
C  -1.134  -2.365  3.063
H  1.463  4.056  -0.346
N  1.101  -0.695  0.810
H  1.310  -2.388  -4.064
H  -0.399  -3.419  4.678
H  -2.077  -0.794  5.170
H  -1.614  -2.072  6.389
H  -5.627  2.488  0.656
C  3.888  2.811  0.690
H  4.475  2.850  1.533
H  5.154  -1.311  0.646
N  -0.478  1.209  -4.709
C  1.436  1.974  -1.104
Pb  -2.553  2.267  -4.283
H  -4.036  2.986  2.534
C  0.678  0.952  -4.690
H  -1.463  0.215  -0.474
H  4.017  -0.110  -0.033
C  2.744  -2.597  0.117
C  -0.761  -2.397  4.411
H  3.353  -2.972  0.973
H  2.720  0.910  -5.379
H  2.780  -1.419  -5.747
H  -5.527  1.271  2.012
C  -1.864  -1.841  5.350
O  -1.629  3.270  -2.417
H  -3.205  2.745  0.909
C  1.382  2.959  0.012
H  2.238  -0.111  -3.897

=====

No. 8
A molecular structure, C14H16ClNNiO10S3Si in a non-equilibrium geometry. Source: the Open Molecules 2025 dataset; level of theory: ωB97M-V with the def2-TZVPD basis set.

Summary:
total charge: -2
molecular weight: 576.7 g/mol
orbital gap (alpha / beta): 4.3 / 4.9 eV
HOMO energy (alpha / beta): 0.0054 / -0.0175 hartree
spin multiplicity: 3
⟨S²⟩: 2.0209

Cartesian coordinates (Å):
C  -0.750  0.144  1.329
O  -0.091  0.853  0.383
H  3.766  1.226  1.793
S  0.207  -1.763  -1.244
C  1.920  2.919  -3.437
H  2.463  2.071  -5.379
O  -0.151  -1.836  -2.955
C  -2.113  -1.094  3.319
S  -0.793  1.856  -0.802
H  2.621  3.743  -3.497
H  -2.693  -1.552  4.109
S  -0.977  -0.637  -3.515
H  2.082  -1.154  4.784
H  2.277  2.187  1.895
C  -0.015  -0.271  2.450
C  0.907  0.957  -4.413
O  -2.195  1.570  -1.001
H  3.627  -1.877  1.763
Cl  -4.310  -2.302  -0.752
O  -5.037  -2.955  0.322
C  0.151  1.749  -2.225
C  -2.724  -0.680  2.152
H  1.169  3.489  -1.526
H  1.989  0.605  4.865
H  2.173  -2.702  2.352
O  -4.787  -2.802  -2.006
C  1.121  2.784  -2.343
O  -4.541  -0.887  -0.652
C  2.691  1.223  1.595
O  -1.086  -0.912  -4.928
C  -0.742  -0.918  3.444
O  -2.255  -0.513  -2.839
H  3.487  -0.186  4.357
H  2.536  1.128  0.518
H  -0.229  -1.275  4.329
H  -3.783  -0.827  1.975
H  2.180  -1.992  0.741
C  2.397  -0.230  4.292
C  0.045  0.796  -3.330
C  1.823  1.985  -4.510
O  -0.543  3.138  -0.179
Ni  -2.075  -0.521  -0.811
H  0.817  0.233  -5.211
O  -2.900  -2.592  -0.592
Si  1.861  -0.233  2.453
C  2.534  -1.854  1.765
N  -2.054  -0.088  1.164